#1
The following is a DFT calculation (ωB97M-V/def2-TZVPD) of a structure of composition C6H13N.

Geometry (Å):
C  -1.0510  0.1704  -0.1518
C  -0.7591  1.2102  -1.1582
C  -1.2475  0.7069  1.2602
C  0.0658  -1.0488  -0.1738
C  0.0291  -2.0299  0.7728
H  -1.9313  -0.3993  -0.4561
H  0.1512  -1.4059  -1.2009
H  0.5818  1.2438  -1.2104
H  -2.0572  1.4380  1.2697
H  -1.0832  0.9825  -2.1700
H  -0.9501  2.2401  -0.8680
H  -0.3500  1.2118  1.6231
H  -1.5041  -0.0884  1.9612
H  0.1946  -3.0686  0.5206
H  -0.0694  -1.8034  1.8260
C  1.7903  -0.0891  -0.0006
N  1.8406  0.8830  -0.9285
H  2.1909  0.5222  -1.8165
H  2.4423  -0.9472  -0.1213
H  1.7162  0.2717  1.0226

Spin multiplicity ... 1
Net charge ... 0
Frontier orbital gap (alpha / beta) ... 7.04 / 7.13 eV

---

#2
The following is a DFT calculation (ωB97M-V/def2-TZVPD) of a cluster of 2 separate species, C6H13N in total.

Geometry (Å):
C  -2.9002  -1.3877  -0.4855
C  -1.6600  0.3999  -0.0468
C  -0.4175  0.6967  -0.9343
N  0.7206  1.0824  -0.0849
C  2.0660  0.9822  -0.6569
C  1.5652  -0.0175  0.3197
C  1.9969  -0.0798  1.7591
H  -2.3046  -2.1750  -0.9779
H  -3.6859  -1.0389  -1.1286
H  -3.4010  -1.9199  0.3634
H  -2.0837  1.4240  0.1562
H  -1.6935  -0.4519  0.6693
H  -0.5406  1.5378  -1.6460
H  -0.2104  -0.1927  -1.5340
H  2.7916  1.7337  -0.3375
H  2.1775  0.6734  -1.6973
H  1.2896  -0.9781  -0.1214
H  2.8647  -0.7362  1.8832
H  2.2497  0.9180  2.1302
H  1.1755  -0.4706  2.3698

Spin multiplicity ... 1
Net charge ... 0
Frontier orbital gap ... 9.59 eV

---

Stability verdict: #1, ahead by 0.0105 hartree

---

#1
The following is a DFT calculation (ωB97M-V/def2-TZVPD) of a cluster of 2 separate species, C6H13N in total.

Geometry (Å):
C  2.0694  0.5839  0.4419
C  0.5944  0.7127  -0.0513
C  -0.3249  -0.3367  -0.4295
C  0.0561  -1.6451  -0.5541
C  -1.7957  0.1446  -0.5373
C  -2.4507  0.2126  0.8522
N  3.0259  0.1477  -0.5750
H  2.1915  1.6494  0.6843
H  2.0358  0.0177  1.3698
H  0.4993  1.7399  -0.4371
H  -0.0575  -0.2637  1.4754
H  1.1215  -1.8516  -0.5201
H  -0.7038  -2.2439  -1.0689
H  -1.8505  1.1123  -1.0156
H  -2.2752  -0.5673  -1.2097
H  -1.8490  0.7872  1.5610
H  -2.8717  -0.5763  1.4677
H  -3.2177  0.9846  0.7091
H  3.1498  -0.8584  -0.6388
H  2.6532  0.2503  -1.5240

Spin multiplicity ... 1
Net charge ... 0
Frontier orbital gap ... 6.66 eV

---

#2
The following is a DFT calculation (ωB97M-V/def2-TZVPD) of an isolated molecule of C6H13N.

Geometry (Å):
C  -0.8467  1.8562  1.5515
C  -0.4391  1.1773  0.2983
C  1.2338  0.7083  -0.0504
C  -0.2162  -0.2086  0.1001
C  -0.0229  -1.1980  1.1550
C  0.4890  -1.6744  -1.7258
N  -0.4697  -0.6207  -1.2946
H  -1.8770  1.6074  1.7939
H  -0.2075  1.6525  2.4115
H  -0.7936  2.9493  1.4672
H  -0.8344  1.6363  -0.6165
H  1.7051  1.4200  0.6389
H  1.8584  -0.1810  -0.0530
H  1.2640  1.2272  -1.0140
H  0.9877  -1.4210  1.4548
H  -0.8858  -1.5015  1.7233
H  0.6331  -2.3314  -0.8591
H  1.4969  -1.4308  -2.0991
H  0.1515  -2.1148  -2.6731
H  -1.2795  -1.2292  -1.2753

Spin multiplicity ... 1
Net charge ... 0
Frontier orbital gap ... 6.37 eV

---

#3
The following is a DFT calculation (ωB97M-V/def2-TZVPD) of an isolated molecule of C6H13N.

Geometry (Å):
C  1.5025  -1.3346  -1.4542
C  0.4931  -1.4322  -0.2750
C  0.7906  -0.2436  0.7332
C  0.1171  0.9495  0.1449
C  0.6370  2.0909  -0.4383
C  -2.3389  0.1164  1.0929
N  -1.3163  0.8877  0.4107
H  2.5934  -1.3421  -1.1129
H  1.3604  -2.1359  -2.1991
H  1.3434  -0.3249  -2.0318
H  -0.5195  -1.2572  -0.7373
H  0.5983  -2.4073  0.1580
H  1.8385  0.0970  0.7099
H  0.5441  -0.3912  1.7742
H  0.0632  2.9791  -0.7251
H  1.6748  2.0427  -0.4340
H  -3.2869  0.1348  0.5476
H  -2.4607  0.6635  2.0499
H  -1.9859  -0.9553  1.1497
H  -1.6485  1.8627  0.6363

Spin multiplicity ... 1
Net charge ... 0
Frontier orbital gap ... 8.72 eV
SMILES ... C=C(CCC)NC

---

Stability verdict: #3, ahead by 0.1436 hartree

---

#1
The following is a DFT calculation (ωB97M-V/def2-TZVPD) of an isolated molecule of C6H13N.

Geometry (Å):
C  -2.2325  -0.1916  -0.1304
C  -1.0421  -0.7108  0.7043
C  0.4111  -0.1503  0.6003
C  0.8842  0.1258  -0.8530
C  2.3737  0.0267  -1.1031
C  3.4139  0.2366  -0.2361
N  -3.1179  0.6681  0.7543
H  -1.8661  0.4191  -0.9389
H  -2.7493  -1.0657  -0.5126
H  -0.9248  -1.8978  0.5953
H  -1.4281  -0.7846  1.7871
H  0.3129  0.8668  0.9949
H  1.1071  -0.6453  1.2766
H  0.8554  1.2533  -1.2048
H  0.4199  -0.5292  -1.6653
H  2.6685  -0.2605  -2.1442
H  3.2104  0.4606  0.8663
H  4.3714  0.4767  -0.6675
H  -4.1581  0.5116  0.6793
H  -2.8437  0.5006  1.7618

Spin multiplicity ... 1
Net charge ... 0
Frontier orbital gap ... 10.22 eV
SMILES ... C=CCCCCN

---

#2
The following is a DFT calculation (ωB97M-V/def2-TZVPD) of an isolated molecule of C6H13N.

Geometry (Å):
C  2.2050  -0.2237  -1.0398
C  1.5757  0.6803  0.0090
C  0.5733  -0.0213  0.9542
C  -0.5749  -0.6573  0.2520
C  -0.6578  -1.9179  -0.1844
C  -1.6896  1.6202  0.0926
N  -1.6895  0.1800  0.1037
H  2.7113  -1.0502  -0.5422
H  2.8649  0.3245  -1.7081
H  1.4281  -0.6929  -1.6500
H  1.1443  1.6038  -0.3861
H  2.4088  1.0289  0.6327
H  1.1397  -0.7314  1.5613
H  0.2260  0.7655  1.6162
H  -1.6327  -2.2706  -0.5031
H  0.1728  -2.5920  -0.1148
H  -1.2699  2.0181  1.0194
H  -1.1175  2.0596  -0.7285
H  -2.7112  1.9104  0.0442
H  -2.3960  -0.3065  -0.4217

Spin multiplicity ... 1
Net charge ... 0
Frontier orbital gap ... 8.70 eV
SMILES ... C=C(CCC)NC

---

Stability verdict: #2, ahead by 0.0559 hartree

---

#1
The following is a DFT calculation (ωB97M-V/def2-TZVPD) of a cluster of 2 separate species, C4H8NO in total.

Geometry (Å):
C  -0.2463  -2.6768  -0.6919
C  1.2413  0.2669  0.2592
C  -0.0217  -0.0779  0.8784
C  -0.6853  2.2400  0.0701
N  -0.0137  1.0615  0.3490
O  -0.6608  -1.5893  -0.9888
H  0.6929  -2.7344  -0.2895
H  -0.7964  -3.6417  -0.8956
H  2.1260  0.5302  1.0218
H  1.6173  -0.2248  -0.6253
H  -0.6535  -0.8675  1.2929
H  0.0034  3.1146  0.0829
H  -0.9424  2.1895  -0.9059
H  -1.6608  2.4098  0.4428

Spin multiplicity ... 1
Net charge ... +1
Frontier orbital gap ... 10.03 eV

---

#2
The following is a DFT calculation (ωB97M-V/def2-TZVPD) of a cluster of 2 separate species, C4H8NO in total.

Geometry (Å):
C  -0.1607  1.5526  -1.6064
C  -0.7377  1.6928  -0.4139
C  0.2854  0.6547  -0.5145
C  -0.3111  -1.1587  0.9789
N  -0.0042  -0.7570  -0.4809
O  0.7655  -0.9937  1.7730
H  0.2139  1.9955  -2.5708
H  -1.2180  2.3541  0.2667
H  1.5194  1.1411  0.4070
H  -0.9321  -0.4034  1.4082
H  -0.9421  -2.1303  0.8843
H  0.9542  -1.2577  -0.5510
H  -0.8150  -0.9395  -1.1793
H  1.3825  -1.7505  1.5988

Spin multiplicity ... 1
Net charge ... +1
Frontier orbital gap ... 10.67 eV

---

Stability verdict: #1, ahead by 0.0492 hartree

---

#1
The following is a DFT calculation (ωB97M-V/def2-TZVPD) of a cluster of 2 separate species, C4H8NO in total.

Geometry (Å):
C  -0.9881  0.1950  -0.1514
C  -2.1847  0.4718  -0.6211
C  0.4020  -0.1355  -0.1158
C  1.4172  -1.1462  -0.4467
N  -0.3498  0.0180  1.1486
O  1.1745  1.8328  0.1141
H  -3.1175  0.4461  -0.0196
H  -2.1900  0.6926  -1.6183
H  2.1980  -1.0407  0.2538
H  1.6184  -1.1819  -1.5223
H  0.9869  -2.2258  -0.2167
H  -0.1625  1.0128  1.6260
H  -0.8497  -0.6949  1.8193
H  2.0450  1.7559  -0.2499

Spin multiplicity ... 1
Net charge ... +1
Frontier orbital gap (alpha / beta) ... 8.79 / 8.89 eV

---

#2
The following is a DFT calculation (ωB97M-V/def2-TZVPD) of a cluster of 2 separate species, C4H8NO in total.

Geometry (Å):
C  -2.6433  0.0424  0.4735
C  1.4409  0.2721  0.3171
C  0.1840  0.9803  -0.3688
C  1.1208  -1.2148  -0.0493
N  -0.6780  -0.1026  -0.8115
O  -0.1926  -1.2064  -0.5991
H  -3.6968  -0.2407  0.7834
H  -2.7536  0.8909  -0.1624
H  2.4633  0.4795  0.0957
H  1.4312  0.5233  1.3392
H  -0.2167  1.6972  0.4206
H  0.3289  1.4712  -1.3456
H  1.8637  -1.6681  -0.9297
H  1.3482  -1.9243  0.8369

Spin multiplicity ... 1
Net charge ... +1
Frontier orbital gap (alpha / beta) ... 8.02 / 7.81 eV

---

Stability verdict: #1, ahead by 0.1230 hartree

---

#1
The following is a DFT calculation (ωB97M-V/def2-TZVPD) of an isolated molecule of C3H4N2OS.

Geometry (Å):
C  -0.5831  -0.3778  1.4554
C  -1.8299  0.5903  -0.0408
C  0.1081  -0.3502  0.3139
N  -1.7874  0.2990  1.2292
N  -0.7048  0.2041  -0.6989
O  2.5914  0.0641  -1.1822
S  1.9257  -1.2996  -0.5375
H  -0.2140  -0.7586  2.3321
H  -2.6154  1.0340  -0.4387
H  -0.3826  0.3272  -1.6104
H  3.4922  0.2675  -0.8220

Spin multiplicity ... 1
Net charge ... 0
Frontier orbital gap ... 9.15 eV
SMILES ... OSc1cnc[nH]1

---

#2
The following is a DFT calculation (ωB97M-V/def2-TZVPD) of an isolated molecule of C3H4N2OS.

Geometry (Å):
C  -0.7495  1.1299  0.8781
C  -1.1338  -0.1404  0.6548
C  -0.1037  -0.7341  -0.3297
H  2.8436  0.4316  -0.6064
H  -0.9266  1.7972  1.7492
H  -2.0045  -0.7009  1.2189
H  -0.5136  -2.5090  -0.3795
N  0.4516  0.4503  -0.7609
N  0.1281  -1.8854  -0.7534
O  0.1469  1.5481  -0.0406
S  1.8615  0.6127  -1.6305

Spin multiplicity ... 1
Net charge ... 0
Frontier orbital gap ... 9.52 eV
SMILES ... [H]/N=c1\ccon1S

---

Stability verdict: #1, ahead by 0.0354 hartree